Entry 1:
Molecular formula: C4H5Br2N2
Method: DFT, wB97M-V/def2-TZVPD

```
! wB97M-V def2-TZVPD RIJCOSX def2/J DEFGRID3
* xyz 1 1
Br 2.944 -0.505 1.191
Br 2.868 -3.128 0.790
N -0.715 0.350 -0.238
N 1.311 0.487 -0.974
C 0.075 -0.069 0.773
C 0.040 0.686 -1.309
C -2.147 0.444 -0.183
C 1.375 0.012 0.315
H -0.292 -0.399 1.725
H -2.562 0.277 -1.174
H -2.546 -0.286 0.518
H -2.444 1.444 0.145
H 2.093 0.689 -1.581
*
```

Summary:
Gap between HOMO and LUMO (alpha / beta)   4.78 / 4.76 eV

---

Entry 2:
Molecular formula: C4H5Br4Cl
Method: DFT, wB97M-V/def2-TZVPD

```
! wB97M-V def2-TZVPD RIJCOSX def2/J DEFGRID3
* xyz 0 1
Br 1.057 -0.158 2.330
Br -1.440 0.672 -1.607
Br -1.151 -1.804 0.363
Br 0.759 2.426 0.423
Cl -1.096 1.845 3.273
C -0.086 0.726 1.007
C -0.246 -0.207 -0.157
C 1.073 -0.561 -0.892
C -1.397 1.050 1.761
H 1.279 -1.649 -1.274
H 1.895 -0.087 -0.222
H 1.108 0.063 -1.824
H -2.055 1.599 1.088
H -2.089 0.151 2.050
*
```

Summary:
Gap between HOMO and LUMO   9.74 eV

---

Entry 3:
Molecular formula: C4H5BrF2O2
Method: DFT, wB97M-V/def2-TZVPD

```
! wB97M-V def2-TZVPD RIJCOSX def2/J DEFGRID3
* xyz 0 1
Br 3.188 0.519 0.361
F 0.704 -2.571 -0.363
F 2.070 -0.524 -1.779
O 0.423 -0.119 -0.304
O 0.745 2.122 -0.729
C 0.000 1.215 -0.617
C -1.432 1.062 -0.764
C 1.843 -2.012 0.093
C 1.746 -0.555 -0.463
H -1.640 0.100 -0.980
H -1.804 1.195 0.283
H 2.786 -2.639 -0.232
H 1.920 -2.206 1.211
H -1.853 1.847 -1.446
*
```

Summary:
Gap between HOMO and LUMO   11.12 eV

---

Energy relative to the best compared isomer or geometry (same formula, charge and spin) across the listed records, respectively: 91.0, 0.0, 10.9 kcal per mole.
Calculated total energy across the listed records, respectively: -147282.9337, -296920.5998, -83800.6471 eV.